The following is a quantum chemistry calculation of a 2-piece molecular cluster, C5H11IO overall, from the Open Molecules 2025 dataset.

Results
* energy above the lowest of the compared OMol25 structures with the same formula, charge and spin: 30.7 kcal/mol
* total charge: 0

Atoms and positions in Å:
C 0.32 -0.94 1.86
C -1.16 0.04 -3.14
C 1.09 0.03 1.08
C 0.93 1.51 1.49
C -0.80 -0.04 -1.60
O -1.21 -1.02 -0.90
I 1.52 2.11 3.37
H 0.58 -2.03 1.62
H -0.70 -0.77 1.69
H 0.44 -0.68 3.01
H -2.18 0.17 -3.28
H -0.42 0.70 -3.55
H -0.93 -0.96 -3.56
H 2.17 -0.16 1.07
H 0.77 -0.04 0.07
H 1.47 2.05 0.67
H -0.15 1.72 1.41
H -1.74 -1.69 -1.31

The following is a quantum chemistry calculation of C5H11N as an isolated structure, from the Open Molecules 2025 dataset.

Results
* energy above the lowest of the compared OMol25 structures with the same formula, charge and spin: 88.9 kcal/mol
* total charge: 0

Atoms and positions in Å:
C -0.24 0.37 -0.73
C 1.68 -0.15 0.63
C 2.02 -1.60 0.35
N -0.15 0.15 0.60
C -2.11 0.64 -0.73
C -2.67 1.58 0.00
H -0.55 -0.76 0.84
H -0.12 -0.45 -1.45
H 0.18 1.32 -1.06
H 1.87 0.16 1.66
H 2.18 0.55 -0.04
H -2.64 0.12 -1.53
H 1.49 -2.26 1.03
H 3.09 -1.79 0.47
H 1.75 -1.88 -0.67
H -3.66 1.97 -0.19
H -2.13 2.04 0.82

The following is a quantum chemistry calculation of a 2-piece molecular cluster, C5H11N overall, from the Open Molecules 2025 dataset.

Results
* energy above the lowest of the compared OMol25 structures with the same formula, charge and spin: 146.5 kcal/mol
* total charge: 0

Atoms and positions in Å:
C 1.11 3.18 -0.49
C 0.34 -2.84 -0.57
C -0.54 -2.70 0.45
C -1.11 -1.50 0.93
C -0.72 -0.18 0.47
N 0.12 2.32 0.06
H 1.54 3.82 0.28
H 1.97 2.65 -0.95
H 0.73 3.85 -1.28
H 0.73 -3.81 -0.85
H -0.86 -3.61 0.96
H -1.80 -1.63 1.75
H -1.55 0.43 0.12
H 0.02 -0.26 -0.31
H -0.27 0.40 1.29
H 0.68 -2.01 -1.16
H -0.39 1.89 -0.71

The following is a quantum chemistry calculation of C5H11N in the gas phase, from the Open Molecules 2025 dataset.

Results
* energy above the lowest of the compared OMol25 structures with the same formula, charge and spin: 44.4 kcal/mol
* SMILES: CCCN1CC1
* total charge: 0

Atoms and positions in Å:
C -0.66 -2.32 -1.11
C -0.64 -1.14 -0.17
C 0.35 -0.04 -0.54
N 0.27 0.88 0.56
C 1.12 1.68 1.35
C -0.14 2.22 0.75
H -0.91 -1.99 -2.13
H -1.38 -3.10 -0.81
H 0.34 -2.77 -1.14
H -1.63 -0.68 -0.08
H -0.37 -1.45 0.85
H 0.10 0.39 -1.53
H 1.37 -0.44 -0.64
H 1.23 1.37 2.40
H 2.03 2.11 0.94
H -1.03 2.28 1.36
H -0.06 2.98 -0.04

The following is a quantum chemistry calculation of C5H11N in the gas phase, from the Open Molecules 2025 dataset.

Results
* energy above the lowest of the compared OMol25 structures with the same formula, charge and spin: 33.0 kcal/mol
* SMILES: CC(C)N1CC1
* total charge: 0

Atoms and positions in Å:
C 0.41 -1.77 0.17
C -0.22 -0.54 -0.47
C 0.45 -0.18 -1.79
N 0.12 0.56 0.42
C -0.48 1.84 0.56
C -0.37 0.89 1.72
H 1.46 -1.53 0.37
H -0.07 -1.97 1.14
H 0.35 -2.67 -0.44
H -1.30 -0.70 -0.63
H 1.51 0.00 -1.59
H 0.03 0.76 -2.19
H 0.36 -0.95 -2.57
H -1.52 2.01 0.28
H 0.20 2.69 0.44
H 0.39 1.05 2.48
H -1.32 0.51 2.09

The following is a quantum chemistry calculation of C5H11N as an isolated structure, from the Open Molecules 2025 dataset.

Results
* energy above the lowest of the compared OMol25 structures with the same formula, charge and spin: 239.2 kcal/mol
* total charge: 0

Atoms and positions in Å:
C 2.41 0.68 0.50
C 1.57 -0.13 -0.54
C 0.59 -1.13 -0.06
N -0.46 -0.25 0.58
C -1.31 0.28 -0.53
C -2.68 0.56 0.08
H 3.34 1.11 0.23
H 1.39 0.95 0.15
H 2.52 0.29 1.52
H 1.97 -0.47 -1.46
H 0.82 -1.98 0.57
H 0.29 -1.73 -0.98
H -1.13 -0.53 -1.38
H -0.42 0.87 -0.26
H -3.03 -0.45 0.22
H -3.44 1.26 -0.34
H -2.48 0.90 1.05

Number 1: DFT total energy -15507.808 eV. Number 2: DFT total energy -6849.674 eV. Number 3: DFT total energy -6847.174 eV. Number 4: DFT total energy -6851.605 eV. Number 5: DFT total energy -6852.096 eV. Number 6: DFT total energy -6843.154 eV.